{"formula": "C3H5CrLiO3", "method": "ωB97M-V/def2-TZVPD", "elements": ["O", "C", "C", "O", "O", "C", "H", "H", "H", "H", "H", "Li", "Cr"], "positions_angstrom": [[0.794, 0.472, -0.195], [2.107, 0.675, -0.069], [-0.144, 1.131, 0.694], [2.812, 0.687, -1.041], [-1.678, -0.517, -0.095], [-1.531, 0.850, 0.147], [0.083, 2.204, 0.729], [-0.032, 0.685, 1.691], [-1.688, 1.457, -0.763], [-2.256, 1.223, 0.896], [2.470, 0.751, 0.974], [-0.174, -1.140, -0.941], [-3.169, -1.609, 0.309]], "atomic_forces_ev_per_a": [[-1.5354, -0.4016, -0.5949], [2.0307, 0.2071, -0.7301], [0.1773, -0.0141, 0.6639], [-0.6105, -0.1960, 1.0858], [1.1637, -0.2938, -0.6877], [-0.0752, 0.8574, 0.1279], [-0.1121, -0.2569, -0.0205], [-0.0057, 0.1634, -0.1233], [0.0448, -0.3165, 0.1538], [0.1792, -0.1037, -0.1647], [-0.1497, 0.2338, -0.2086], [0.1521, 0.4676, 0.0455], [-1.2593, -0.3467, 0.4529]], "lowdin_spin": [0.0003, 0.0000, 0.0005, 0.0000, 0.0367, 0.0050, 0.0000, 0.0001, 0.0012, 0.0008, 0.0000, 0.0055, 2.9498], "lumo_energy_ev": [-4.67, -4.76], "energy_ha": -1394.70001, "total_charge": 1, "relative_energy_kcal_mol": 0.00, "gap_ha": [0.252, 0.191], "spin_multiplicity": 4, "homo_energy_ev": [-11.541, -9.949], "s_squared": 3.797}